*a*
Entry from the Open Molecules 2025 dataset: 9 unconnected molecules or ions with the total composition C9H36N18O9 (ωB97M-V/def2-TZVPD).

```
72
Properties=species:S:1:pos:R:3:mulliken_charge:R:1
H 1.04032 -0.58593 6.75185 0.2077
O 3.81664 -4.11976 -1.09306 -0.6817
O -0.56430 2.53582 3.90624 -0.5986
H -1.93658 -0.33500 -0.27371 0.0163
N 3.71194 -1.44082 0.26767 -0.0608
H -0.88758 0.32851 1.14892 0.0173
N -0.01862 0.18905 0.64102 0.0781
H 0.74656 0.91014 5.88915 0.1690
O 1.30851 3.00929 -3.01449 -0.6088
C 1.22140 -0.80961 4.78451 0.5047
N -0.51067 4.31946 -3.19474 -0.3886
C 1.03436 0.15905 -4.95646 0.6533
N 5.20590 -0.99977 1.94572 -0.3946
H -3.92236 -2.52396 -1.78010 0.2079
N 1.39819 -0.03906 3.68551 -0.1507
C -0.03415 -0.60676 -0.47409 0.5006
N -1.30790 -0.89296 -0.82096 -0.1787
H 5.60217 -1.84384 1.57429 0.1669
H 1.52863 4.04209 4.29226 0.2222
H -4.57176 -0.96930 1.50625 0.2092
H -1.37561 4.50505 -2.71435 0.1519
N 2.37965 -3.32922 -2.69018 -0.2980
C -3.33291 0.37238 2.46798 0.6230
H 1.45311 4.66390 2.72144 0.1473
H 1.49314 -0.63363 2.87001 0.0873
H 0.36543 -1.08428 -3.47429 0.0417
H 1.73610 -3.74783 -3.34914 0.2460
C 0.29895 3.49301 -2.50507 0.5295
H 2.82070 -1.17817 -0.11437 0.0828
H 0.79698 0.73636 0.85904 0.0621
C 3.10316 -4.29580 -2.08381 0.5180
O 0.74906 0.72175 -6.02201 -0.7227
H 0.96550 0.85314 3.53103 0.1839
H -1.14732 2.88108 1.43850 0.1536
H -5.74173 -2.46877 -0.38807 0.1865
N 1.00665 4.12420 3.43954 -0.4657
N 0.09093 -0.49188 -4.24197 -0.2184
O 1.26168 -2.03867 4.85899 -0.6801
H -1.53889 -1.44633 -1.62007 0.1412
O -2.23348 -0.07442 2.15113 -0.7486
H 1.97898 -2.58399 -2.12960 0.2583
N 3.34994 -5.40549 -2.86657 -0.4294
H 0.79633 2.95047 -0.67220 0.1550
H 5.57652 -0.47230 2.70831 0.2087
C -5.63538 -1.38445 -2.11878 0.6500
H -2.70421 1.79558 3.85439 0.2337
O 3.55520 0.49334 1.43876 -0.6389
O -6.13742 -0.50737 -2.81347 -0.6406
O 0.94903 -0.96249 -1.13078 -0.6256
H 4.15842 -5.95310 -2.64541 0.2382
H -4.40594 1.55291 3.80672 0.1498
H -0.87152 -0.56775 -4.50093 0.1187
H -6.95489 -1.24321 -0.51386 0.2042
H 2.93052 -5.47745 -3.77464 0.1598
N -4.52859 -0.13237 2.05605 -0.3567
N -3.49708 1.28470 3.48713 -0.3185
H -5.34002 0.27916 2.46836 0.1319
C 4.17089 -0.54759 1.16989 0.5732
N 0.05566 3.43482 -1.15150 -0.2970
H -0.84220 3.69168 -0.79689 0.1744
H 3.02892 0.54540 -4.91652 0.2240
N -4.43880 -1.94418 -2.41211 -0.3988
H 4.14958 -2.28679 -0.05624 0.1950
H 0.06148 4.10323 1.22494 0.2517
N -6.18362 -1.73740 -0.91582 -0.4097
N 0.89116 -0.08124 5.89442 -0.3577
H 2.44977 -0.44943 -3.61705 0.1644
N -0.34846 3.38048 1.78552 -0.3024
N 2.28872 0.02534 -4.48647 -0.2879
H -0.44906 4.51507 -4.17460 0.2435
C -0.02408 3.30126 3.10511 0.6112
H -4.04164 -1.50537 -3.22625 0.2058
```

Its charge is 0. The calculation puts the molecular weight at 540.504 g/mol. As for the HOMO energy: -8.980 eV. The SMILES is NC(N)=O.NC(N)=O.NC(N)=O.NC(N)=O.NC(N)=O.NC(N)=O.NC(N)=O.NC(N)=O.NC(N)=O. For the LUMO energy, the calculation gives -0.22 eV. For the gap between HOMO and LUMO, the calculation gives 0.3218 Ha.

*b*
Entry from the Open Molecules 2025 dataset: 9 unconnected molecules or ions with the total composition C9H36N18O9 (ωB97M-V/def2-TZVPD).

```
72
Properties=species:S:1:pos:R:3:mulliken_charge:R:1
N 0.94595 -0.47354 -0.03566 0.1230
C -1.72299 4.09971 -0.49824 0.6050
H 3.77876 0.92597 -1.48823 0.1440
C 2.95254 -2.98066 -2.75423 0.4706
N 3.03873 -2.88888 -4.11845 -0.4555
H 4.67804 -4.11522 -2.73286 0.1379
N -1.02374 0.80084 -2.60024 -0.2828
N -2.61141 4.99996 -0.99774 -0.4555
H 4.42512 1.64398 2.48444 0.2357
H -5.42062 2.16024 2.43669 0.2034
H 1.18021 -1.38657 -0.38234 -0.0600
O -4.60668 -1.75539 2.15696 -0.6330
O 3.29297 2.24241 -3.62092 -0.6779
C 3.42975 3.18638 1.61608 0.6877
H 0.29302 -1.41433 -2.80136 0.2161
N -3.97054 0.76280 3.64382 -0.3253
N 3.96006 -3.69447 -2.17360 -0.4446
H -1.41515 1.57160 -2.08751 0.1559
H -4.56856 3.69335 2.58328 0.2192
H -2.66152 4.94743 -2.00081 0.2814
N 2.30756 3.67703 -2.13888 -0.2641
N -0.70965 -1.47672 -2.75484 -0.3878
H 2.20510 4.45961 -2.75539 0.1888
O 0.45015 -6.15071 0.86692 -0.6868
N -4.77701 2.76998 2.90908 -0.4493
H -1.04529 -2.33390 -2.34216 0.2305
C -1.55470 -0.44176 -2.41885 0.5378
N -1.79570 3.83015 0.82871 -0.1504
H 3.83278 -3.29547 -4.57784 0.1543
H -3.24690 0.19263 4.03471 0.1774
C -4.09170 -2.85750 2.15815 0.5570
H -5.81755 -3.91368 2.13436 0.2340
O -2.67305 -0.63021 -1.98414 -0.6338
H 2.80021 1.97289 -0.49495 -0.0457
H -3.42309 5.22710 -0.45324 0.1724
C -0.09234 -0.55538 0.83917 0.7087
O 2.40486 2.55991 1.36508 -0.6745
H -4.33614 -4.89546 2.19415 0.1590
H 5.03822 3.28057 2.80890 0.1736
H 4.35076 5.10601 1.51246 0.1779
N 4.46943 2.62863 2.30304 -0.4507
C 0.81923 -5.44060 -0.05604 0.5087
N 0.60249 -4.10142 -0.09334 0.0641
O -2.71676 2.61263 3.93641 -0.6592
C -3.74134 2.09868 3.50180 0.7294
H 1.73013 -6.92886 -1.10619 0.2188
N 3.18074 1.72548 -1.39971 -0.0573
H 0.34297 1.38880 1.46210 -0.0191
H 1.57304 0.30629 -0.01904 0.1879
H 0.88859 -3.60522 -0.92643 0.0528
H -0.10827 0.92827 -2.99194 0.1568
O -0.95307 3.45722 -1.20350 -0.6311
H -2.53017 4.15687 1.42828 0.0758
N 3.53770 4.52693 1.41325 -0.4075
O -0.78281 -1.55352 0.99616 -0.7707
N -4.82248 -4.02184 2.14760 -0.4062
O 2.03316 -2.46462 -2.13433 -0.4827
H 1.74795 3.70105 -1.30310 0.1330
H 2.18682 -2.74550 -4.63095 0.2384
H 2.02279 -5.31385 -1.69972 0.1346
H -2.35164 -3.95269 2.03952 0.2269
N 1.48703 -5.95752 -1.14290 -0.3542
H -2.18841 -2.23092 2.16725 0.3100
N -0.17828 0.54204 1.61714 -0.1669
H 3.99638 -3.81244 -1.17627 0.2599
H -0.99244 0.67746 2.19441 0.1392
H -4.84212 0.37914 3.32787 0.1492
H -0.06784 -3.66814 0.51965 0.0736
N -2.74449 -3.06814 2.30703 -0.3931
H 2.66192 5.02212 1.38941 0.2256
C 2.98741 2.54532 -2.48376 0.5123
H -1.04810 3.31768 1.25580 0.0775
```

Its charge is 0. The calculation puts the molecular weight at 540.504 g/mol. As for the HOMO energy: -8.795 eV. The SMILES is NC(N)=O.NC(N)=O.NC(N)=O.NC(N)=O.NC(N)=O.NC(N)=O.NC(N)=O.NC(N)=O.NC(N)=O. For the LUMO energy, the calculation gives 0.14 eV. For the gap between HOMO and LUMO, the calculation gives 0.3284 Ha.

Of them, the most stable is *b* and the least stable is *a*.

*a*
Entry from the Open Molecules 2025 dataset: C2H5ClNO2P in the gas phase (ωB97M-V/def2-TZVPD).

```
12
Properties=species:S:1:pos:R:3:mulliken_charge:R:1
H 0.12241 -1.57690 -0.50146 0.3343
O 2.65750 1.63284 -0.09348 -0.5034
C -0.27864 -0.57840 -0.76156 -0.5814
C -1.40026 0.07085 0.27566 -0.2015
P 1.73185 0.54901 0.19068 0.7256
Cl 2.75990 -1.21182 0.19522 -0.2147
H -0.80274 -0.68764 -1.67425 0.3367
H -2.06670 -0.77618 0.19295 0.2795
H -0.89458 1.09381 1.92221 0.2499
O 0.75131 0.33022 -1.09141 -0.2410
N -0.72102 0.18208 1.45373 -0.5293
H -1.85903 0.97212 -0.10830 0.3453
```

Its charge is 0. The calculation puts the molecular weight at 141.494 g/mol. As for the HOMO energy (alpha / beta): -9.397 / -10.033 eV. For the LUMO energy (alpha / beta), the calculation gives -1.38 / -1.99 eV. For the gap between HOMO and LUMO (alpha / beta), the calculation gives 0.2946 / 0.2954 Ha.

*b*
Entry from the Open Molecules 2025 dataset: C2H5ClNO2P in the gas phase (ωB97M-V/def2-TZVPD).

```
12
Properties=species:S:1:pos:R:3:mulliken_charge:R:1
Cl 1.36280 -2.11120 -1.51851 -0.1819
C 0.52274 1.23426 1.30154 -0.0680
O -0.24921 0.10167 -0.79278 -0.2929
P -0.43392 -1.43245 -1.23487 0.6707
O -1.25196 -2.17908 -0.34828 -0.5323
H -1.17335 0.01178 1.16453 0.3607
H 0.23294 1.70217 2.15262 0.4647
N 1.71063 1.13034 0.94409 -0.6821
H 1.89339 0.67437 0.13835 0.2596
C -0.66731 0.64097 0.47703 -0.3057
H -0.65743 -1.36877 -2.62640 0.0501
H -1.28932 1.59593 0.34267 0.2571
```

Its charge is 0. The calculation puts the molecular weight at 141.494 g/mol. As for the HOMO energy: -9.957 eV. The SMILES is [H]/N=C\CO[P@H](=O)Cl. For the LUMO energy, the calculation gives 0.78 eV. For the gap between HOMO and LUMO, the calculation gives 0.3947 Ha.

Of them, the most stable is *b* and the least stable is *a*.